1.
273
Properties=species:S:1:pos:R:3:mulliken_charge:R:1 method="wB97M-V/def2-TZVPD" spin_multiplicity=1 total_energy_ev=-132812.470 e_above_lowest_ev=5.9415 mol_weight_g_mol=1514.25 e_homo_ha=-0.340
C -2.230 6.137 -4.579 -0.11
C -1.853 7.501 -5.049 -0.50
C -2.189 8.359 -3.776 -0.72
O -1.937 7.504 -2.665 -0.48
C -1.973 6.129 -3.055 0.53
H -1.718 5.308 -5.068 -0.28
H -3.275 6.106 -4.884 0.45
H -2.333 7.931 -5.929 0.44
H -0.774 7.498 -5.204 0.04
H -3.259 8.565 -3.738 0.41
H -1.567 9.254 -3.794 0.36
H -2.854 5.623 -2.660 0.30
H -0.992 5.718 -2.817 -0.44
C -3.115 1.985 6.030 -0.09
C -3.377 1.330 4.694 0.39
C -4.545 2.017 4.078 -0.44
O -4.482 3.356 4.682 -0.40
C -3.471 3.414 5.691 -0.46
H -2.045 1.943 6.231 -0.25
H -3.690 1.547 6.846 0.40
H -3.577 0.259 4.656 0.44
H -2.449 1.546 4.164 -0.51
H -5.459 1.511 4.391 0.26
H -4.486 1.970 2.991 0.27
H -3.887 3.866 6.591 0.35
H -2.693 4.025 5.233 0.03
C -3.190 -8.582 1.012 -0.90
C -1.773 -8.118 1.319 -0.52
C -1.847 -6.662 1.225 0.69
O -2.891 -6.294 0.338 -0.08
C -3.916 -7.281 0.661 -0.57
H -3.492 -9.015 1.966 0.29
H -3.374 -9.326 0.238 0.36
H -1.037 -8.413 0.571 0.15
H -1.489 -8.456 2.316 0.43
H -0.904 -6.315 0.802 -0.61
H -2.037 -6.141 2.164 0.05
H -4.638 -7.464 -0.135 0.54
H -4.604 -6.993 1.455 0.34
C 0.905 1.385 4.336 0.49
C 0.885 1.012 5.870 -0.22
C 1.723 2.038 6.638 -0.57
O 1.418 3.205 5.804 -0.55
C 1.245 2.838 4.429 1.81
H -0.035 1.279 3.795 -0.50
H 1.652 0.839 3.759 0.18
H 1.121 -0.045 5.993 0.32
H -0.141 1.041 6.238 -0.11
H 2.764 1.779 6.832 0.08
H 1.197 2.294 7.557 0.42
H 2.093 3.078 3.788 -0.96
H 0.373 3.342 4.011 -0.42
C 2.751 4.869 1.304 0.44
C 1.904 3.831 0.674 1.58
C 1.680 4.369 -0.714 -0.26
O 1.484 5.788 -0.408 -0.29
C 2.533 6.117 0.510 -1.32
H 3.800 4.583 1.215 -0.02
H 2.404 4.976 2.331 -0.08
H 0.898 3.857 1.094 -0.40
H 2.375 2.851 0.599 -0.03
H 0.786 3.913 -1.139 -0.41
H 2.487 4.177 -1.422 0.10
H 2.397 7.026 1.096 0.42
H 3.387 6.312 -0.138 0.36
C -5.158 -2.372 1.593 -0.18
C -5.848 -2.138 2.935 0.19
C -7.087 -3.012 2.703 -0.83
O -6.554 -4.202 2.090 -0.47
C -5.452 -3.818 1.271 0.14
H -4.073 -2.277 1.571 0.06
H -5.625 -1.969 0.694 0.28
H -6.049 -1.067 2.949 0.21
H -5.240 -2.466 3.778 -0.09
H -7.887 -2.507 2.160 0.32
H -7.684 -3.280 3.575 0.38
H -5.740 -3.932 0.225 0.12
H -4.586 -4.432 1.520 -0.21
C -1.205 -6.964 -4.156 -0.31
C -1.556 -7.076 -2.727 0.16
C -2.553 -8.121 -2.532 -0.04
O -2.175 -9.078 -3.520 -0.47
C -1.767 -8.340 -4.641 -0.65
H -0.176 -6.641 -4.312 0.22
H -1.852 -6.178 -4.543 -0.02
H -1.720 -6.097 -2.276 0.53
H -0.614 -7.421 -2.300 -0.19
H -3.563 -7.729 -2.652 0.21
H -2.531 -8.647 -1.578 -0.18
H -2.359 -8.323 -5.556 0.33
H -0.935 -8.975 -4.944 0.31
C -2.451 -4.573 7.251 -0.56
C -3.740 -4.035 6.711 -0.75
C -3.670 -4.378 5.227 0.18
O -2.872 -5.623 5.243 -0.40
C -2.392 -5.910 6.524 -0.45
H -2.404 -4.632 8.339 0.40
H -1.599 -3.904 7.126 0.20
H -3.982 -2.978 6.826 0.39
H -4.595 -4.529 7.173 0.32
H -3.162 -3.597 4.662 0.06
H -4.721 -4.511 4.971 0.12
H -1.347 -6.163 6.345 0.26
H -2.968 -6.676 7.044 0.28
C -0.264 2.651 -5.938 -0.97
C -1.488 2.191 -5.150 -0.53
C -1.056 2.450 -3.744 0.76
O 0.326 2.131 -3.683 0.06
C 0.949 2.275 -5.004 0.12
H -0.233 3.724 -6.126 0.23
H -0.143 2.254 -6.946 0.50
H -1.604 1.136 -5.400 -0.03
H -2.419 2.689 -5.421 0.50
H -1.645 1.929 -2.989 0.35
H -1.152 3.513 -3.521 -0.90
H 1.368 1.346 -5.389 0.19
H 1.576 3.166 -4.976 -0.20
C -4.160 -2.953 -3.271 0.12
C -5.415 -2.602 -2.468 0.02
C -6.114 -1.438 -3.198 -0.49
O -5.931 -1.935 -4.528 -0.45
C -4.804 -2.775 -4.666 -0.53
H -3.818 -3.965 -3.051 0.08
H -3.393 -2.202 -3.086 0.03
H -5.324 -2.264 -1.436 -0.37
H -5.955 -3.549 -2.449 0.35
H -5.679 -0.454 -3.024 0.23
H -7.181 -1.449 -2.977 0.37
H -4.017 -2.418 -5.330 0.26
H -5.284 -3.695 -4.999 0.36
C 5.352 3.268 3.190 0.28
C 5.445 1.997 4.011 1.33
C 5.805 2.623 5.407 -0.37
O 5.870 4.040 5.251 -0.51
C 5.066 4.386 4.123 -0.51
H 4.534 3.228 2.471 -0.67
H 6.272 3.400 2.620 0.50
H 6.147 1.343 3.495 -1.11
H 4.463 1.527 3.954 -0.17
H 6.775 2.295 5.779 0.41
H 5.028 2.297 6.098 0.05
H 5.375 5.327 3.668 0.46
H 3.986 4.501 4.220 0.13
C -0.211 -1.692 -5.024 0.57
C 0.542 -1.253 -6.204 1.06
C 0.132 -2.262 -7.337 -0.48
O -0.452 -3.350 -6.623 -0.48
C -0.408 -3.197 -5.240 0.60
H -1.197 -1.249 -4.884 -0.09
H 0.221 -1.564 -4.032 0.06
H 1.600 -1.311 -5.949 -0.64
H 0.192 -0.237 -6.391 -0.41
H 0.948 -2.659 -7.941 0.26
H -0.596 -1.802 -8.006 0.31
H 0.463 -3.763 -4.909 -0.67
H -1.300 -3.659 -4.816 -0.10
C 1.754 5.843 -4.179 1.38
C 3.071 5.678 -4.865 -0.51
C 3.745 7.019 -4.957 -0.46
O 2.743 7.919 -4.341 -0.56
C 1.871 7.162 -3.472 0.38
H 1.421 4.969 -3.621 -0.63
H 0.978 5.915 -4.940 -0.21
H 2.801 5.405 -5.885 0.30
H 3.701 4.868 -4.497 0.06
H 3.999 7.463 -5.920 0.29
H 4.670 7.072 -4.382 0.24
H 0.976 7.779 -3.399 -0.04
H 2.213 7.176 -2.437 -0.22
C -5.608 5.074 1.825 -0.02
C -5.742 5.052 0.341 -0.22
C -6.167 3.626 -0.040 -0.27
O -7.021 3.346 0.972 -0.44
C -6.836 4.229 2.140 -0.50
H -5.727 6.053 2.291 0.42
H -4.605 4.836 2.178 -0.15
H -4.836 5.396 -0.157 -0.02
H -6.607 5.658 0.072 0.28
H -5.311 2.953 0.014 0.20
H -6.777 3.748 -0.935 0.30
H -6.768 3.661 3.068 0.15
H -7.732 4.848 2.176 0.35
C 1.199 -4.406 2.758 0.27
C 1.753 -3.061 2.887 0.03
C 2.382 -3.064 4.265 0.01
O 1.610 -3.993 5.012 -0.49
C 0.671 -4.578 4.150 -0.50
H 1.967 -5.136 2.501 -0.17
H 0.424 -4.580 2.012 0.19
H 0.998 -2.277 2.936 -0.38
H 2.466 -2.754 2.121 0.48
H 2.222 -2.116 4.778 -0.09
H 3.410 -3.385 4.100 0.24
H -0.292 -4.078 4.247 0.09
H 0.644 -5.663 4.253 0.32
C 5.062 0.369 -1.873 -0.24
C 5.392 1.141 -0.670 1.55
C 5.709 2.519 -1.217 -0.19
O 4.803 2.621 -2.409 -0.53
C 4.181 1.346 -2.619 0.44
H 4.459 -0.474 -1.536 0.13
H 5.898 0.005 -2.471 0.11
H 6.196 0.724 -0.064 -1.05
H 4.532 1.071 -0.003 -0.28
H 6.729 2.817 -1.459 0.29
H 5.394 3.295 -0.520 -0.03
H 4.267 1.335 -3.706 0.18
H 3.151 1.263 -2.274 -0.41
C 4.436 -2.365 -5.934 -0.82
C 4.732 -1.688 -4.662 0.11
C 5.622 -2.813 -4.045 -0.48
O 4.762 -3.912 -4.307 -0.38
C 4.146 -3.875 -5.617 -0.25
H 5.278 -2.267 -6.619 0.38
H 3.501 -2.003 -6.363 0.27
H 3.848 -1.564 -4.037 -0.01
H 5.209 -0.719 -4.810 0.33
H 5.700 -2.560 -2.987 0.26
H 6.614 -2.982 -4.464 0.34
H 3.072 -4.060 -5.631 0.06
H 4.728 -4.544 -6.251 0.32
C -1.496 0.224 0.350 -0.25
C -0.242 1.010 0.313 1.09
C 0.800 0.033 -0.293 0.18
O 0.411 -1.228 0.212 -0.44
C -0.988 -1.223 0.311 -0.54
H -2.147 0.384 -0.509 0.33
H -2.006 0.513 1.269 0.00
H 0.190 1.195 1.297 -0.80
H -0.331 1.993 -0.150 -0.01
H 1.858 0.224 -0.114 0.09
H 0.683 0.022 -1.377 -0.36
H -1.359 -1.713 1.212 0.27
H -1.201 -1.781 -0.600 0.26
C 2.222 -5.949 -0.389 -0.09
C 1.765 -4.632 -0.934 0.48
C 2.342 -4.602 -2.308 1.12
O 3.543 -5.389 -2.181 -0.43
C 3.707 -6.030 -0.889 -0.79
H 1.641 -6.735 -0.873 0.04
H 2.227 -6.095 0.691 0.12
H 2.026 -3.712 -0.411 -0.12
H 0.693 -4.814 -1.005 -0.07
H 2.718 -3.641 -2.659 -0.34
H 1.671 -5.115 -2.997 -0.55
H 4.305 -5.456 -0.182 0.31
H 4.128 -7.034 -0.863 0.34
C -1.944 6.306 1.295 0.47
C -1.623 5.764 2.688 -0.66
C -0.186 6.462 2.906 0.63
O -0.056 7.488 1.964 -0.44
C -1.285 7.663 1.268 -0.61
H -3.000 6.412 1.045 0.14
H -1.479 5.595 0.612 -0.29
H -1.662 4.676 2.747 0.09
H -2.433 6.018 3.371 0.32
H 0.482 5.664 2.582 -0.91
H 0.042 6.788 3.921 0.48
H -1.070 8.056 0.275 0.25
H -1.982 8.353 1.745 0.38
C 8.414 -1.142 2.587 -0.81
C 7.457 -1.266 3.815 -0.45
C 6.160 -1.546 3.083 -0.20
O 6.204 -0.775 1.876 -0.16
C 7.582 -0.340 1.634 -0.52
H 8.686 -2.168 2.340 0.33
H 9.351 -0.631 2.809 0.38
H 7.471 -0.320 4.356 0.03
H 7.838 -1.977 4.548 0.45
H 5.408 -1.129 3.752 0.06
H 5.991 -2.607 2.899 0.38
H 7.635 0.715 1.903 0.16
H 7.792 -0.357 0.564 0.51


2.
51
Properties=species:S:1:pos:R:3:lowdin_spin:R:1 method="wB97M-V/def2-TZVPD" spin_multiplicity=5 total_energy_ev=-162453.357 s2=6.01 mol_weight_g_mol=650.10 e_homo_ha="-0.327 / -0.340"
Fe 0.454 -0.630 0.060 3.68
O -3.284 -1.094 -4.813 0.00
C -2.537 -0.943 -3.700 0.00
C -3.061 -1.113 -2.420 0.00
C -2.205 -0.946 -1.351 0.01
N -0.938 -0.615 -1.523 0.05
C -0.421 -0.477 -2.742 0.01
C -1.186 -0.624 -3.875 0.00
C 1.079 -0.202 -2.704 0.01
O 1.695 0.091 -3.697 0.01
O 1.567 -0.319 -1.493 0.08
C -2.542 -1.152 0.119 0.01
O -3.701 -1.232 0.478 0.01
O -1.482 -1.195 0.852 0.06
H -4.189 -1.323 -4.572 0.00
H -4.095 -1.379 -2.237 0.00
H -0.752 -0.502 -4.856 0.00
F 4.003 3.852 4.880 0.00
C 3.064 3.125 4.289 0.00
C 2.001 2.638 5.026 0.00
F 1.919 2.902 6.326 0.00
C 1.026 1.883 4.395 0.00
F 0.014 1.455 5.155 0.00
C 1.077 1.581 3.042 0.00
P -0.180 0.512 2.211 0.02
C -1.619 1.596 2.106 0.00
C -1.855 2.191 0.869 0.00
C -2.915 3.070 0.710 0.00
C -3.747 3.349 1.783 0.00
C -3.519 2.754 3.016 0.00
C -2.456 1.881 3.183 0.00
C -0.369 -0.789 3.468 0.00
C 0.795 -1.429 3.882 0.00
C 0.731 -2.498 4.763 0.00
C -0.499 -2.936 5.230 0.00
C -1.662 -2.314 4.800 0.00
C -1.602 -1.251 3.913 0.00
C 2.151 2.103 2.317 0.00
Br 2.305 1.829 0.459 0.03
C 3.134 2.859 2.930 0.00
F 4.160 3.356 2.243 0.00
H -1.216 1.956 0.025 0.00
H -3.093 3.528 -0.254 0.00
H -4.579 4.031 1.660 0.00
H -4.172 2.969 3.851 0.00
H -2.274 1.434 4.150 0.00
H 1.765 -1.088 3.534 0.00
H 1.643 -2.987 5.080 0.00
H -0.552 -3.770 5.917 0.00
H -2.625 -2.667 5.143 0.00
H -2.517 -0.815 3.534 0.00


3.
22
Properties=species:S:1:pos:R:3:mulliken_charge:R:1 method="wB97M-V/def2-TZVPD" spin_multiplicity=1 total_energy_ev=-21054.105 e_above_lowest_ev=9.2498 mol_weight_g_mol=209.16 e_homo_ha=-0.365
C 1.642 -1.712 -0.880 -0.18
C 2.044 -0.409 -0.074 -0.43
C 0.535 -1.991 0.132 -0.61
C 0.729 -0.790 -1.813 -0.70
C 0.913 -0.740 0.940 -0.63
C 1.174 0.494 -0.912 -0.47
C -0.383 -1.185 -0.809 -0.18
C 0.098 -0.001 0.029 0.29
N -1.459 1.580 0.742 -0.22
N -2.681 1.271 0.396 1.06
N -1.083 2.509 1.592 0.81
O -2.799 0.195 -0.171 -0.65
O 0.083 2.806 1.487 -0.61
O -3.567 2.072 0.576 -0.65
O -1.856 2.933 2.448 -0.61
H 2.351 -2.476 -1.281 0.52
H 3.041 -0.090 0.182 0.55
H 0.324 -3.022 0.479 0.48
H 0.297 -0.698 -2.863 0.40
H 0.920 -0.820 1.971 0.70
H 1.091 1.514 -1.189 0.49
H -1.414 -1.442 -0.981 0.65


4.
12
Properties=species:S:1:pos:R:3:mulliken_charge:R:1 method="wB97M-V/def2-TZVPD" spin_multiplicity=1 total_energy_ev=-17125.391 e_above_lowest_ev=2.7389 smiles="C[C@H]1S[C@H]1C=O" mol_weight_g_mol=102.16 e_homo_ha=-0.348
C 0.915 -1.181 -0.460 -1.35
C 0.265 -0.499 0.652 0.14
S 0.760 0.983 1.420 -0.10
C -0.800 0.654 0.673 -0.14
C -0.851 1.557 -0.453 0.13
O -1.713 2.244 -0.899 -0.46
H 1.335 -0.478 -1.255 0.36
H 1.564 -1.880 -0.046 0.37
H 0.138 -1.607 -1.096 0.35
H 0.004 -1.352 1.347 0.37
H -1.804 0.508 1.225 0.38
H 0.187 1.052 -1.108 -0.04


5.
7
Properties=species:S:1:pos:R:3:mulliken_charge:R:1 method="wB97M-V/def2-TZVPD" spin_multiplicity=1 total_energy_ev=-22338.603 e_above_lowest_ev=1.4429 smiles=Fc1nonc1Cl mol_weight_g_mol=122.49 e_homo_ha=-0.411
F 0.110 2.024 0.000 -0.24
C 0.319 0.733 0.001 0.50
N 1.482 0.190 -0.002 -0.26
O 1.237 -1.156 -0.006 -0.01
N -0.094 -1.428 0.006 -0.26
C -0.687 -0.280 0.004 0.40
Cl -2.368 -0.084 -0.003 -0.13


6.
16
Properties=species:S:1:pos:R:3:mulliken_charge:R:1 method="wB97M-V/def2-TZVPD" spin_multiplicity=1 total_energy_ev=-93973.973 e_above_lowest_ev=0.0000 mol_weight_g_mol=280.97 e_homo_ha="-0.264 / -0.290"
C -0.971 1.743 0.569 0.48
C 0.382 1.874 0.404 -0.51
C -0.906 0.396 1.026 -0.40
C 0.641 0.464 0.880 1.74
C -0.181 -1.270 -0.714 0.01
C 1.048 -0.532 -0.251 0.56
O -0.793 -0.959 -1.855 -0.54
O -0.455 -2.443 -0.180 -0.42
F -1.995 2.532 0.296 -0.28
F 1.163 2.696 -0.300 -0.29
F -1.601 -0.219 1.999 -0.35
F 1.405 0.322 1.990 -0.36
F 1.530 0.161 -1.327 -0.29
Br 2.444 -1.781 0.318 -0.09
H -0.470 -0.142 -2.266 0.37
H -1.240 -2.842 -0.587 0.39


7.
105
Properties=species:S:1:pos:R:3:mulliken_charge:R:1 method="wB97M-V/def2-TZVPD" spin_multiplicity=1 total_energy_ev=-139583.542 mol_weight_g_mol=1062.07 e_homo_ha=-0.238
Pb 1.417 0.458 0.557 2.17
C -4.443 5.044 -2.656 -1.73
C -3.526 3.872 -2.444 0.38
C -3.622 2.731 -3.149 -1.46
C -2.700 1.622 -2.981 1.01
C -3.142 0.468 -3.593 -0.54
N -2.882 -0.878 -3.687 -0.16
C -1.660 -1.686 -3.694 0.09
C -1.848 -3.159 -3.113 -1.22
C -1.320 -3.750 -1.755 -0.02
N -2.335 -3.868 -0.710 0.03
C -2.187 -4.297 0.562 -0.79
C -1.316 -4.091 1.613 0.57
C -1.508 -4.979 2.739 -1.07
C -0.874 -4.806 3.913 0.17
C -0.932 -5.809 5.030 -1.69
C -0.182 -3.561 4.107 -0.38
C 0.053 -2.645 3.133 0.22
C 0.498 -1.309 3.630 -0.95
N 1.080 -0.314 3.105 0.16
C 1.118 0.924 3.892 -0.97
C 1.186 2.263 3.091 -1.15
C -0.068 2.727 2.303 -0.43
N -0.095 2.473 0.836 0.41
C -0.988 3.106 0.204 -1.28
C -1.625 2.973 -1.128 1.06
C -2.584 3.905 -1.359 -0.60
C -1.435 1.980 -2.246 0.68
O -0.346 1.608 -2.636 -0.41
C -0.280 -3.034 1.741 0.92
O 0.246 -2.534 0.762 0.19
H -5.088 4.879 -3.519 0.39
H -3.870 5.956 -2.834 0.36
H -5.075 5.218 -1.782 0.35
H -4.430 2.618 -3.867 0.26
H -4.108 0.640 -4.058 0.28
H -3.612 -1.324 -4.221 0.30
H -0.887 -1.077 -3.244 -0.19
H -1.374 -1.830 -4.740 0.50
H -1.417 -3.811 -3.873 0.44
H -2.927 -3.355 -3.139 0.34
H -0.484 -3.243 -1.322 -0.16
H -0.979 -4.765 -1.983 0.58
H -3.228 -4.139 -1.090 0.29
H -3.029 -4.924 0.850 0.35
H -2.166 -5.832 2.608 0.32
H -1.639 -6.607 4.807 0.37
H -1.225 -5.343 5.974 0.35
H 0.050 -6.262 5.186 0.32
H 0.118 -3.316 5.123 0.45
H 0.150 -1.189 4.668 0.26
H 0.258 0.960 4.573 0.51
H 2.022 0.887 4.508 0.48
H 2.070 2.265 2.445 -0.11
H 1.369 3.029 3.847 0.59
H -0.226 3.796 2.471 0.72
H -0.926 2.200 2.717 0.08
H -1.539 3.865 0.777 0.15
H -2.680 4.727 -0.655 0.51
O 3.523 2.158 0.810 -0.56
C 3.658 3.279 0.212 0.29
C 4.172 4.419 0.904 -0.78
C 4.359 5.629 0.288 -0.48
C 4.060 5.805 -1.073 -0.73
C 3.556 4.735 -1.771 -0.68
C 3.327 3.484 -1.171 0.81
C 2.789 2.443 -2.014 -0.53
N 2.422 1.273 -1.659 0.12
C 1.973 0.376 -2.692 -1.74
C 1.010 -0.679 -2.150 -0.35
N 0.001 -0.143 -1.224 0.97
C -1.248 -0.391 -1.185 -0.37
C -2.258 0.025 -0.228 1.96
C -3.589 -0.029 -0.683 -1.19
C -4.659 0.359 0.085 -1.01
C -4.415 0.793 1.401 -0.95
C -3.147 0.774 1.916 -0.67
C -2.014 0.343 1.151 -0.60
O -0.873 0.221 1.700 0.37
H 4.411 4.286 1.953 0.42
H 4.748 6.465 0.859 0.38
H 4.217 6.760 -1.555 0.39
H 3.313 4.848 -2.823 0.32
H 2.697 2.722 -3.074 0.17
H 2.836 -0.167 -3.094 0.44
H 1.506 0.919 -3.521 0.56
H 1.588 -1.411 -1.572 -0.03
H 0.634 -1.195 -3.018 0.99
H -1.726 -0.944 -1.982 -1.44
H -3.773 -0.380 -1.694 0.57
H -5.665 0.326 -0.311 0.45
H -5.243 1.126 2.016 0.40
H -2.960 1.055 2.946 0.51
Se 3.967 -5.314 -0.157 0.24
N 5.548 -4.682 0.321 -0.85
C 5.394 -3.379 0.439 0.74
C 6.429 -2.463 0.797 -0.57
C 6.095 -1.156 0.873 -1.12
C 4.749 -0.727 0.606 -0.21
N 3.768 -1.516 0.278 0.12
C 4.063 -2.852 0.178 0.34
N 3.163 -3.748 -0.176 -0.41
H 7.431 -2.823 0.986 0.44
H 6.833 -0.410 1.136 0.49
H 4.499 0.333 0.677 0.51


no.,F_max (hartree/bohr)
1,0.0774
2,0.0263
3,0.1029
4,0.1104
5,0.0073
6,0.0529
7,0.0283